1.
{
  "formula": "C45H95N5O5",
  "method": "ωB97M-V/def2-TZVPD",
  "spin_multiplicity": 1,
  "energy_ev": -65882.4174,
  "homo_energy_ev": -7.91,
  "relative_energy_kcal_mol": 133.0,
  "smiles": "CC1(C)CCCC(C)(C)N1O.CC1(C)CCCC(C)(C)N1O.CC1(C)CCCC(C)(C)N1O.CC1(C)CCCC(C)(C)N1O.CC1(C)CCCC(C)(C)N1O",
  "gap_ev": 8.602,
  "mol_weight_g_mol": 786.285,
  "elements": ["C", "C", "C", "C", "C", "C", "N", "O", "C", "C", "C", "H", "H", "H", "H", "H", "H", "H", "H", "H", "H", "H", "H", "H", "H", "H", "H", "H", "H", "H", "C", "C", "C", "C", "C", "C", "N", "O", "C", "C", "C", "H", "H", "H", "H", "H", "H", "H", "H", "H", "H", "H", "H", "H", "H", "H", "H", "H", "H", "H", "C", "C", "C", "C", "C", "C", "N", "O", "C", "C", "C", "H", "H", "H", "H", "H", "H", "H", "H", "H", "H", "H", "H", "H", "H", "H", "H", "H", "H", "H", "C", "C", "C", "C", "C", "C", "N", "O", "C", "C", "C", "H", "H", "H", "H", "H", "H", "H", "H", "H", "H", "H", "H", "H", "H", "H", "H", "H", "H", "H", "C", "C", "C", "C", "C", "C", "N", "O", "C", "C", "C", "H", "H", "H", "H", "H", "H", "H", "H", "H", "H", "H", "H", "H", "H", "H", "H", "H", "H", "H"],
  "xyz": [[2.34, 4.03, 7.55], [2.25, 4.37, 9.01], [2.85, 3.19, 9.80], [4.33, 3.09, 9.75], [5.05, 4.29, 10.10], [4.50, 5.62, 9.52], [3.00, 5.52, 9.45], [2.41, 6.76, 9.09], [4.98, 6.62, 10.47], [5.13, 5.73, 8.08], [0.78, 4.51, 9.42], [1.62, 3.25, 7.31], [3.37, 3.71, 7.41], [2.12, 4.85, 6.87], [2.71, 3.29, 10.87], [2.42, 2.26, 9.43], [4.69, 2.72, 8.79], [4.57, 2.32, 10.47], [6.11, 4.32, 9.82], [5.18, 4.34, 11.18], [6.05, 6.75, 10.65], [4.68, 7.63, 10.16], [4.46, 6.64, 11.43], [6.19, 5.95, 8.09], [5.02, 4.79, 7.53], [4.57, 6.38, 7.41], [0.35, 3.56, 9.72], [0.17, 5.02, 8.67], [0.63, 5.07, 10.34], [1.84, 7.04, 9.81], [1.37, 15.11, 11.20], [0.38, 16.01, 10.37], [0.47, 15.24, 8.93], [-0.47, 14.03, 8.89], [-1.91, 14.34, 9.44], [-1.95, 14.91, 10.86], [-1.01, 16.06, 10.89], [-1.08, 16.59, 12.14], [-3.38, 15.45, 11.19], [-1.55, 13.66, 11.80], [0.81, 17.51, 10.15], [1.06, 15.42, 12.20], [2.40, 15.43, 11.08], [1.32, 14.02, 11.13], [0.49, 15.87, 8.05], [1.41, 14.74, 8.73], [0.05, 13.29, 9.50], [-0.70, 13.50, 7.97], [-2.69, 13.57, 9.36], [-2.30, 15.07, 8.73], [-4.16, 14.73, 10.95], [-3.40, 15.71, 12.24], [-3.67, 16.34, 10.62], [-1.27, 13.98, 12.80], [-2.36, 12.94, 11.86], [-0.66, 13.13, 11.46], [0.95, 18.02, 11.10], [0.09, 18.00, 9.49], [1.79, 17.63, 9.69], [-1.69, 17.31, 12.00], [-4.29, 24.73, 20.04], [-3.52, 23.64, 20.65], [-2.61, 23.04, 19.57], [-1.40, 23.98, 19.13], [-0.54, 24.24, 20.39], [-1.47, 24.79, 21.58], [-2.72, 24.01, 21.79], [-3.43, 24.13, 22.99], [-0.63, 24.64, 22.88], [-1.90, 26.25, 21.41], [-4.45, 22.39, 21.04], [-4.87, 24.33, 19.21], [-3.62, 25.49, 19.62], [-4.79, 25.23, 20.86], [-2.14, 22.16, 20.01], [-3.09, 22.66, 18.68], [-1.72, 24.92, 18.67], [-0.77, 23.42, 18.44], [0.28, 24.93, 20.19], [0.08, 23.36, 20.60], [0.36, 25.11, 22.84], [-1.27, 24.81, 23.75], [-0.32, 23.61, 23.03], [-1.65, 26.59, 20.40], [-2.98, 26.34, 21.50], [-1.23, 26.74, 22.12], [-4.49, 21.65, 20.24], [-5.42, 22.63, 21.46], [-3.95, 21.68, 21.71], [-3.58, 25.07, 23.00], [-4.48, 9.50, 0.75], [-5.31, 8.25, 1.09], [-6.77, 8.49, 1.43], [-7.75, 8.76, 0.19], [-7.44, 7.80, -0.94], [-5.96, 7.18, -1.17], [-5.20, 7.23, 0.06], [-3.82, 6.81, -0.07], [-6.07, 5.69, -1.56], [-5.23, 7.93, -2.32], [-4.78, 7.62, 2.38], [-4.72, 10.33, 1.42], [-4.66, 9.81, -0.27], [-3.41, 9.30, 0.84], [-7.13, 7.57, 1.89], [-6.98, 9.26, 2.17], [-7.72, 9.82, -0.07], [-8.66, 8.58, 0.75], [-7.83, 8.22, -1.87], [-8.08, 7.00, -0.56], [-6.64, 5.07, -0.87], [-6.59, 5.62, -2.52], [-5.10, 5.34, -1.90], [-4.20, 7.61, -2.47], [-5.81, 7.81, -3.24], [-5.11, 9.00, -2.13], [-4.90, 8.30, 3.23], [-3.69, 7.58, 2.42], [-5.09, 6.64, 2.73], [-3.89, 5.91, 0.26], [3.40, 15.82, -0.31], [4.42, 16.80, -1.00], [5.20, 17.65, 0.04], [6.47, 18.22, -0.60], [7.35, 17.15, -1.23], [6.59, 16.34, -2.29], [5.31, 15.82, -1.72], [4.52, 15.02, -2.66], [6.31, 17.23, -3.54], [7.58, 15.22, -2.72], [3.53, 17.77, -1.93], [2.70, 15.42, -1.05], [2.86, 16.34, 0.48], [3.85, 14.92, 0.11], [4.64, 18.47, 0.49], [5.46, 17.05, 0.91], [7.09, 18.77, 0.11], [6.14, 18.94, -1.35], [7.75, 16.59, -0.38], [8.26, 17.59, -1.64], [5.76, 18.14, -3.32], [7.23, 17.62, -3.98], [5.78, 16.67, -4.30], [7.19, 14.67, -3.58], [8.55, 15.61, -3.03], [7.68, 14.59, -1.84], [3.15, 17.44, -2.89], [3.95, 18.72, -2.24], [2.67, 18.14, -1.37], [5.08, 14.28, -2.89]]
}

2.
{
  "formula": "C45H95N5O5",
  "method": "ωB97M-V/def2-TZVPD",
  "spin_multiplicity": 1,
  "energy_ev": -65887.9434,
  "homo_energy_ev": -8.00,
  "relative_energy_kcal_mol": 5.6,
  "smiles": "CC1(C)CCCC(C)(C)N1O.CC1(C)CCCC(C)(C)N1O.CC1(C)CCCC(C)(C)N1O.CC1(C)CCCC(C)(C)N1O.CC1(C)CCCC(C)(C)N1O",
  "gap_ev": 8.468,
  "mol_weight_g_mol": 786.285,
  "elements": ["C", "C", "C", "C", "C", "C", "N", "O", "C", "C", "C", "H", "H", "H", "H", "H", "H", "H", "H", "H", "H", "H", "H", "H", "H", "H", "H", "H", "H", "H", "C", "C", "C", "C", "C", "C", "N", "O", "C", "C", "C", "H", "H", "H", "H", "H", "H", "H", "H", "H", "H", "H", "H", "H", "H", "H", "H", "H", "H", "H", "C", "C", "C", "C", "C", "C", "N", "O", "C", "C", "C", "H", "H", "H", "H", "H", "H", "H", "H", "H", "H", "H", "H", "H", "H", "H", "H", "H", "H", "H", "C", "C", "C", "C", "C", "C", "N", "O", "C", "C", "C", "H", "H", "H", "H", "H", "H", "H", "H", "H", "H", "H", "H", "H", "H", "H", "H", "H", "H", "H", "C", "C", "C", "C", "C", "C", "N", "O", "C", "C", "C", "H", "H", "H", "H", "H", "H", "H", "H", "H", "H", "H", "H", "H", "H", "H", "H", "H", "H", "H"],
  "xyz": [[-9.53, 15.52, 4.52], [-8.19, 16.26, 4.32], [-8.41, 17.76, 4.45], [-8.74, 18.21, 5.86], [-7.60, 17.79, 6.78], [-7.28, 16.30, 6.71], [-7.17, 15.89, 5.29], [-6.81, 14.52, 5.21], [-5.88, 16.08, 7.30], [-8.32, 15.45, 7.47], [-7.75, 15.95, 2.90], [-10.10, 15.86, 5.38], [-9.35, 14.45, 4.70], [-10.19, 15.58, 3.65], [-7.44, 18.16, 4.13], [-9.18, 18.17, 3.78], [-9.75, 18.03, 6.23], [-8.69, 19.30, 5.78], [-7.90, 18.01, 7.82], [-6.71, 18.39, 6.60], [-5.91, 16.30, 8.37], [-5.59, 15.03, 7.22], [-5.15, 16.63, 6.72], [-8.41, 14.46, 7.03], [-8.04, 15.40, 8.53], [-9.28, 15.96, 7.49], [-7.70, 14.88, 2.67], [-6.81, 16.44, 2.63], [-8.48, 16.32, 2.17], [-6.61, 14.41, 4.28], [-12.82, 20.37, 4.32], [-13.31, 20.12, 2.89], [-12.09, 20.07, 1.98], [-12.50, 19.60, 0.60], [-13.04, 18.19, 0.74], [-14.27, 18.09, 1.65], [-14.03, 18.84, 2.87], [-15.21, 18.91, 3.64], [-15.51, 18.57, 0.86], [-14.48, 16.61, 1.95], [-14.21, 21.31, 2.51], [-12.04, 21.13, 4.31], [-12.49, 19.46, 4.83], [-13.63, 20.69, 4.98], [-11.66, 21.07, 1.92], [-11.35, 19.37, 2.38], [-11.68, 19.63, -0.12], [-13.22, 20.30, 0.17], [-12.25, 17.56, 1.17], [-13.23, 17.76, -0.25], [-15.48, 19.62, 0.56], [-15.57, 18.00, -0.06], [-16.39, 18.34, 1.45], [-15.30, 16.50, 2.67], [-14.70, 16.10, 1.01], [-13.64, 16.17, 2.49], [-14.53, 21.39, 1.48], [-13.63, 22.22, 2.73], [-15.05, 21.40, 3.20], [-14.97, 18.45, 4.45], [-8.29, 25.30, 1.78], [-7.78, 24.68, 3.09], [-8.87, 24.65, 4.15], [-9.89, 23.51, 4.02], [-9.20, 22.18, 3.79], [-8.07, 22.18, 2.74], [-7.21, 23.33, 2.95], [-6.19, 23.35, 1.95], [-7.28, 20.89, 3.02], [-8.73, 22.07, 1.37], [-6.64, 25.56, 3.65], [-8.85, 24.60, 1.18], [-7.53, 25.82, 1.20], [-9.00, 26.10, 2.03], [-8.41, 24.50, 5.14], [-9.35, 25.62, 4.24], [-10.58, 23.72, 3.20], [-10.42, 23.49, 4.97], [-9.93, 21.48, 3.38], [-8.82, 21.78, 4.73], [-7.99, 20.07, 3.10], [-6.53, 20.67, 2.26], [-6.89, 20.96, 4.04], [-8.25, 22.51, 0.49], [-9.05, 21.05, 1.14], [-9.67, 22.64, 1.31], [-6.30, 25.14, 4.59], [-7.02, 26.56, 3.86], [-5.80, 25.58, 2.96], [-5.39, 23.21, 2.47], [-14.95, 27.27, 8.68], [-15.00, 26.47, 7.37], [-14.00, 27.11, 6.41], [-13.71, 26.26, 5.19], [-13.32, 24.83, 5.57], [-14.14, 24.13, 6.65], [-14.58, 25.10, 7.63], [-15.36, 24.50, 8.65], [-15.34, 23.41, 5.99], [-13.25, 23.10, 7.31], [-16.44, 26.54, 6.80], [-15.87, 27.16, 9.26], [-14.79, 28.32, 8.44], [-14.08, 27.01, 9.28], [-14.47, 28.04, 6.09], [-13.12, 27.42, 6.97], [-12.99, 26.73, 4.53], [-14.62, 26.22, 4.57], [-12.23, 24.71, 5.61], [-13.49, 24.28, 4.63], [-15.99, 23.08, 6.80], [-15.89, 24.05, 5.30], [-15.04, 22.47, 5.52], [-12.72, 22.45, 6.61], [-12.47, 23.61, 7.89], [-13.76, 22.51, 8.08], [-17.07, 27.25, 7.34], [-16.91, 25.57, 6.70], [-16.43, 26.96, 5.79], [-14.89, 24.75, 9.46], [-18.17, 15.61, -1.41], [-17.10, 14.84, -2.19], [-16.20, 15.85, -2.88], [-14.94, 15.22, -3.47], [-14.24, 14.42, -2.39], [-15.10, 13.36, -1.69], [-16.31, 14.06, -1.24], [-17.19, 13.18, -0.55], [-15.33, 12.16, -2.59], [-14.32, 12.93, -0.43], [-17.86, 14.00, -3.23], [-19.05, 15.02, -1.14], [-18.48, 16.49, -1.97], [-17.73, 15.96, -0.47], [-16.75, 16.46, -3.60], [-15.81, 16.55, -2.12], [-14.32, 15.99, -3.92], [-15.19, 14.64, -4.37], [-13.70, 15.06, -1.70], [-13.43, 13.87, -2.89], [-16.08, 11.47, -2.20], [-15.65, 12.41, -3.60], [-14.40, 11.59, -2.67], [-15.05, 12.35, 0.14], [-13.40, 12.40, -0.65], [-14.13, 13.81, 0.18], [-18.32, 13.14, -2.75], [-17.25, 13.58, -4.04], [-18.63, 14.63, -3.69], [-16.95, 13.27, 0.37]]
}

3.
{
  "formula": "C45H98F4N6OS",
  "method": "ωB97M-V/def2-TZVPD",
  "spin_multiplicity": 1,
  "energy_ev": -80943.9486,
  "homo_energy_ev": -8.00,
  "smiles": "CCCCCCCCCCCC[C@@H](CCCCN)O[C@@](CCN)(CCF)[C@H](S)NCCC(F)=C(F)F.CCN(CC)CC.CCN(CC)CC.CCN(CC)CC",
  "gap_ev": 8.394,
  "mol_weight_g_mol": 847.379,
  "elements": ["C", "C", "C", "C", "C", "C", "C", "C", "C", "C", "C", "C", "C", "C", "C", "C", "C", "N", "O", "C", "C", "C", "N", "C", "C", "F", "C", "S", "N", "C", "C", "C", "F", "C", "F", "F", "H", "H", "H", "H", "H", "H", "H", "H", "H", "H", "H", "H", "H", "H", "H", "H", "H", "H", "H", "H", "H", "H", "H", "H", "H", "H", "H", "H", "H", "H", "H", "H", "H", "H", "H", "H", "H", "H", "H", "H", "H", "H", "H", "H", "H", "H", "H", "H", "H", "H", "H", "H", "H", "C", "C", "N", "C", "C", "C", "C", "H", "H", "H", "H", "H", "H", "H", "H", "H", "H", "H", "H", "H", "H", "H", "C", "C", "N", "C", "C", "C", "C", "H", "H", "H", "H", "H", "H", "H", "H", "H", "H", "H", "H", "H", "H", "H", "C", "C", "N", "C", "C", "C", "C", "H", "H", "H", "H", "H", "H", "H", "H", "H", "H", "H", "H", "H", "H", "H"],
  "xyz": [[-1.97, -5.76, 2.23], [-1.36, -4.78, 3.27], [-0.41, -5.45, 4.29], [1.07, -5.39, 3.86], [1.34, -5.63, 2.36], [2.83, -5.86, 2.09], [3.73, -4.69, 2.47], [3.54, -3.46, 1.55], [3.32, -2.10, 2.30], [4.42, -1.12, 1.86], [4.25, 0.37, 2.22], [2.84, 0.89, 2.51], [1.88, 0.94, 1.31], [0.42, 1.10, 1.83], [-0.53, -0.07, 1.52], [-1.60, -0.28, 2.62], [-3.06, -0.09, 2.13], [-3.83, -1.33, 1.95], [2.17, 2.06, 0.48], [2.39, 1.80, -0.90], [2.70, 3.19, -1.51], [1.87, 4.34, -0.92], [0.41, 4.11, -0.83], [3.67, 0.95, -1.10], [4.17, 0.84, -2.53], [5.17, 1.77, -2.79], [1.11, 1.11, -1.55], [1.29, -0.73, -1.78], [0.60, 1.79, -2.73], [-0.53, 1.10, -3.38], [-1.70, 0.72, -2.45], [-2.49, -0.40, -3.09], [-3.67, -0.14, -3.70], [-2.03, -1.66, -3.16], [-1.98, -2.39, -4.26], [-1.56, -2.35, -2.13], [-1.69, -5.45, 1.22], [-3.06, -5.74, 2.29], [-1.60, -6.77, 2.40], [-2.16, -4.28, 3.83], [-0.83, -3.99, 2.74], [-0.68, -6.50, 4.43], [-0.49, -4.89, 5.23], [1.44, -4.38, 4.10], [1.68, -6.09, 4.44], [1.04, -4.73, 1.82], [0.73, -6.46, 1.98], [2.95, -6.04, 1.01], [3.14, -6.79, 2.59], [3.65, -4.43, 3.53], [4.76, -5.04, 2.32], [4.44, -3.38, 0.94], [2.72, -3.63, 0.84], [3.37, -2.32, 3.36], [2.31, -1.76, 2.05], [5.32, -1.46, 2.39], [4.63, -1.27, 0.80], [4.83, 0.54, 3.14], [4.73, 1.00, 1.46], [2.37, 0.31, 3.31], [2.93, 1.91, 2.88], [1.95, -0.02, 0.79], [0.03, 1.99, 1.33], [0.45, 1.33, 2.90], [0.02, -0.99, 1.31], [-1.08, 0.19, 0.61], [-1.51, -1.29, 3.03], [-1.43, 0.40, 3.46], [-3.10, 0.49, 1.21], [-3.60, 0.46, 2.91], [-3.97, -1.75, 2.87], [-3.29, -2.00, 1.41], [3.72, 3.40, -1.20], [2.71, 3.16, -2.60], [2.12, 5.24, -1.49], [2.24, 4.50, 0.09], [0.00, 4.44, -1.70], [0.07, 4.79, -0.15], [3.60, -0.02, -0.61], [4.45, 1.51, -0.56], [4.60, -0.16, -2.69], [3.37, 0.94, -3.27], [0.34, 1.20, -0.78], [1.84, -0.74, -3.00], [1.35, 1.75, -3.42], [-0.93, 1.79, -4.13], [-0.22, 0.22, -3.95], [-1.38, 0.33, -1.48], [-2.38, 1.57, -2.33], [-10.00, 1.03, -5.32], [-9.11, 2.27, -5.34], [-8.27, 2.38, -4.16], [-7.63, 3.67, -4.02], [-6.61, 4.10, -5.08], [-7.42, 1.23, -3.88], [-6.41, 0.79, -4.95], [-10.59, 0.99, -4.41], [-10.69, 1.06, -6.17], [-9.42, 0.11, -5.41], [-9.76, 3.15, -5.36], [-8.54, 2.28, -6.28], [-7.15, 3.70, -3.03], [-8.42, 4.43, -3.98], [-5.66, 3.56, -4.98], [-6.38, 5.16, -4.95], [-6.98, 3.96, -6.09], [-8.06, 0.38, -3.64], [-6.88, 1.44, -2.95], [-6.86, 0.75, -5.94], [-6.05, -0.21, -4.71], [-5.54, 1.44, -4.99], [-5.37, 7.79, -1.54], [-5.30, 6.28, -1.35], [-4.09, 5.82, -0.72], [-3.91, 4.38, -0.79], [-4.91, 3.48, -0.05], [-3.77, 6.43, 0.56], [-4.80, 6.31, 1.69], [-4.50, 8.16, -2.07], [-6.26, 8.05, -2.12], [-5.44, 8.32, -0.58], [-5.35, 5.81, -2.34], [-6.21, 5.95, -0.81], [-2.89, 4.14, -0.45], [-3.92, 4.10, -1.85], [-4.75, 3.50, 1.02], [-4.78, 2.45, -0.38], [-5.94, 3.77, -0.26], [-3.58, 7.49, 0.39], [-2.81, 6.03, 0.90], [-5.81, 6.52, 1.35], [-4.57, 7.04, 2.48], [-4.79, 5.33, 2.16], [8.71, -6.46, 3.04], [8.91, -5.36, 2.01], [7.96, -4.27, 2.15], [7.95, -3.36, 1.02], [9.21, -2.54, 0.73], [7.91, -3.65, 3.46], [9.20, -3.04, 4.03], [7.68, -6.83, 3.02], [9.37, -7.30, 2.81], [8.94, -6.13, 4.05], [8.77, -5.79, 1.01], [9.95, -5.02, 2.05], [7.10, -2.68, 1.14], [7.71, -3.95, 0.13], [9.34, -1.73, 1.44], [9.13, -2.09, -0.26], [10.11, -3.16, 0.73], [7.54, -4.39, 4.17], [7.13, -2.88, 3.44], [10.05, -3.70, 3.90], [9.08, -2.87, 5.10], [9.43, -2.08, 3.58]]
}